1.
The following is a quantum chemistry calculation of a 4-piece molecular cluster, H8O4 overall, from the OMol25 dataset.

Structure (XYZ):
```
12
Properties=species:S:1:pos:R:3:forces:R:3:mulliken_spin:R:1
O 10.801 -11.902 -1.098 1.249 -0.327 -1.083 0.1407
H 10.790 -12.254 -0.208 0.251 -0.403 0.366 -0.0039
H 9.966 -11.442 -1.184 -1.060 0.640 0.014 -0.0067
O 8.466 -10.728 -0.296 0.309 -0.348 -0.036 0.0018
H 7.860 -11.410 -0.006 -0.424 -0.269 0.217 -0.0001
H 8.811 -10.353 0.515 0.025 0.483 0.300 0.0001
O 7.900 -10.383 -2.945 0.384 -0.107 -0.383 0.0362
H 7.667 -11.185 -3.411 -0.279 -0.132 -0.348 -0.0010
H 7.915 -10.637 -2.022 -0.115 0.339 0.316 -0.0018
O 12.164 -12.608 -3.216 1.368 -1.429 -0.765 0.8650
H 11.724 -12.227 -3.975 -0.575 0.447 -1.559 -0.0177
H 11.762 -12.175 -2.463 -1.133 1.105 2.961 -0.0125
```
Forces are in eV/Å.

Properties
Charge: +1
LUMO level (spin up / spin down), eV: -3.99 / -11.51
Energy above the lowest of the compared OMol25 structures with the same formula, charge and spin, kJ/mol: 69.8
Electronic energy, Eh: -305.34087
Gap between HOMO and LUMO (spin up / spin down), eV: 11.02 / 3.19
E_HOMO (spin up / spin down), eV: -15.0114 / -14.7001
⟨S²⟩: 0.75
Spin multiplicity: 2

***

2.
The following is a quantum chemistry calculation of C3H10N2S as an isolated structure, from the OMol25 dataset.

Structure (XYZ):
```
16
Properties=species:S:1:pos:R:3:forces:R:3:nbo_charge:R:1
C 0.530 -1.553 0.089 2.255 -2.097 -3.747 -0.0483
C 1.593 -0.877 -0.703 -2.028 -0.863 1.880 -0.6018
S 2.601 0.157 0.298 -0.127 0.432 -0.476 0.0084
N -0.817 -1.029 0.387 3.160 -2.589 0.562 -0.4675
C -1.088 -0.127 -0.685 2.307 3.077 -0.330 -0.0816
N -2.386 0.377 -0.552 -0.996 0.573 0.277 -0.8067
H 0.810 -2.582 0.372 -1.367 -0.105 -0.215 0.2000
H 0.183 -0.773 0.984 -1.020 1.476 1.659 0.3919
H 0.983 3.442 2.000 0.719 2.062 0.375 0.0124
H 2.006 -1.182 -1.645 0.449 -1.220 0.322 0.2292
H 1.667 1.065 0.371 -0.312 1.644 0.334 0.0900
H 0.759 2.800 1.882 -0.730 -2.056 -0.364 -0.0132
H -0.307 0.682 -0.519 -1.332 -0.190 -0.868 0.1636
H -0.872 -0.530 -1.710 -0.179 -0.075 0.942 0.1994
H -3.042 -0.222 -1.002 -0.581 -0.404 -0.386 0.3582
H -2.620 0.352 0.433 -0.218 0.333 0.035 0.3660
```
Forces are in eV/Å.

Properties
LUMO level, eV: -1.10
Energy above the lowest of the compared OMol25 structures with the same formula, charge and spin, kJ/mol: 754.3
Electronic energy, Eh: -627.70732
Gap between HOMO and LUMO, eV: 5.97
E_HOMO, eV: -7.0745
Spin multiplicity: 1

***

3.
The following is a quantum chemistry calculation of C17H27BMnNO4P2 as an isolated structure, from the OMol25 dataset.

Structure (XYZ):
```
53
Properties=species:S:1:pos:R:3:forces:R:3:mulliken_spin:R:1
Mn 0.114 -0.694 -0.435 -0.081 -2.536 0.113 4.2151
P -2.216 -0.233 -0.539 -0.343 0.642 -0.594 -0.1305
C -2.182 0.418 -2.266 -0.555 -0.339 -0.095 -0.0078
C -0.839 0.870 -2.769 -0.053 -0.200 -0.232 0.0068
N 0.275 0.560 -2.069 0.014 -0.027 0.897 -0.0124
C 1.487 1.025 -2.454 0.257 0.091 -0.233 0.0128
C 1.599 1.814 -3.585 0.286 -0.219 -0.100 -0.0043
C 0.474 2.089 -4.352 -0.091 -0.012 0.035 0.0087
C -0.757 1.596 -3.945 -0.075 0.261 0.232 -0.0047
C 2.723 0.662 -1.655 0.491 0.238 -0.002 -0.0071
P 2.516 -0.796 -0.571 0.158 -0.225 -0.253 -0.1371
H -1.677 1.821 -4.477 0.220 -0.051 -0.068 -0.0003
H 2.589 2.153 -3.880 -0.252 0.065 0.008 0.0004
H 0.549 2.688 -5.252 0.042 -0.071 0.075 -0.0002
H 3.565 0.451 -2.335 -0.295 0.185 0.123 -0.0034
H 3.066 1.494 -1.013 -0.330 -0.125 -0.280 -0.0001
H -2.652 -0.334 -2.898 0.284 -0.115 -0.432 0.0019
H -2.866 1.279 -2.283 0.131 -0.232 -0.077 -0.0008
H -0.984 -2.714 -3.398 0.211 -0.194 0.192 0.0019
O -1.609 -2.960 -4.081 -0.782 -0.180 0.423 0.0006
H -2.251 -3.548 -3.630 0.592 0.385 -0.488 0.0000
H 0.058 -1.894 1.662 -0.205 0.460 0.402 0.0104
O -0.212 -2.575 -0.402 0.270 1.196 -0.385 0.0306
H -0.179 -3.306 0.242 0.042 0.659 -0.359 0.0226
C 3.131 -2.214 -1.522 -0.191 -0.331 -0.094 0.0111
H 4.064 -1.975 -2.055 -0.288 -0.013 0.278 -0.0029
H 3.303 -3.059 -0.837 -0.053 0.288 -0.229 0.0011
H 2.366 -2.528 -2.248 0.270 0.100 0.175 -0.0011
C 3.575 -0.608 0.878 0.004 0.163 0.460 -0.0032
H 3.603 -1.566 1.417 0.053 0.219 -0.230 -0.0001
H 4.599 -0.300 0.619 -0.340 -0.174 -0.040 -0.0056
H 3.132 0.127 1.563 0.140 -0.107 -0.221 0.0000
C -2.921 1.249 0.196 0.101 0.166 0.674 -0.0050
H -3.992 1.276 -0.051 0.254 0.057 0.140 -0.0046
H -2.772 1.223 1.277 -0.242 0.268 0.000 -0.0002
H -2.422 2.129 -0.240 -0.154 -0.274 0.329 0.0006
C -3.415 -1.573 -0.349 -0.061 -0.353 -0.035 0.0058
H -3.588 -1.729 0.726 0.099 0.097 -0.224 0.0011
H -4.381 -1.332 -0.817 0.360 0.050 0.076 -0.0037
H -3.021 -2.513 -0.762 -0.063 0.375 0.080 -0.0013
O -1.122 -0.896 3.419 0.397 -0.469 -2.013 0.0033
B -0.167 -0.965 2.380 -0.264 1.048 1.854 -0.0399
O 0.622 0.214 2.358 -0.761 -1.549 -1.229 0.0332
C 0.169 0.961 3.419 -0.486 -0.434 1.462 0.0058
C 0.916 1.918 4.060 0.077 0.478 0.172 -0.0002
C 0.565 2.232 5.375 0.124 0.200 -0.399 -0.0002
C -0.536 1.627 5.979 -0.481 0.108 -0.086 0.0019
C -1.331 0.697 5.304 -0.263 -0.133 0.192 -0.0006
C -0.907 0.306 4.044 1.540 0.761 0.172 0.0015
H 1.780 2.344 3.558 -0.045 0.023 0.232 0.0001
H 1.166 2.959 5.920 -0.190 -0.220 -0.074 0.0000
H -0.787 1.871 7.010 0.016 0.043 -0.285 0.0001
H -2.221 0.260 5.764 0.514 -0.043 -0.038 -0.0001
```
Forces are in eV/Å.

Properties
Charge: +2
LUMO level (spin up / spin down), eV: -8.60 / -7.26
Energy above the lowest of the compared OMol25 structures with the same formula, charge and spin, kJ/mol: 0.0
Electronic energy, Eh: -2877.81843
Gap between HOMO and LUMO (spin up / spin down), eV: 5.33 / 6.69
E_HOMO (spin up / spin down), eV: -13.9369 / -13.9498
⟨S²⟩: 6.12
Spin multiplicity: 5

***

4.
The following is a quantum chemistry calculation of an isolated ion of composition CH3I3P and charge +1, from the OMol25 dataset.

Structure (XYZ):
```
8
Properties=species:S:1:pos:R:3:forces:R:3:nbo_charge:R:1
C 1.065 0.222 0.216 0.431 -2.417 -1.148 -0.9551
P -0.710 -0.120 -0.233 -0.508 -0.748 2.486 0.5363
I -1.745 -1.720 1.890 1.008 1.294 -2.125 0.1253
I -2.073 1.838 0.001 0.435 -0.436 -0.197 0.2012
I -0.831 -1.018 -2.448 0.068 0.186 0.789 0.2392
H 1.331 0.667 1.192 -0.672 -0.686 -0.261 0.3027
H 1.339 0.929 -0.540 0.365 0.533 -0.600 0.2603
H 1.625 -0.799 -0.077 -1.127 2.274 1.056 0.2900
```
Forces are in eV/Å.

Properties
Charge: +1
LUMO level, eV: -6.97
Energy above the lowest of the compared OMol25 structures with the same formula, charge and spin, kJ/mol: 67.2
Electronic energy, Eh: -1274.07510
Gap between HOMO and LUMO, eV: 6.95
E_HOMO, eV: -13.9114
Spin multiplicity: 1